No. 1
106
Properties=species:S:1:pos:R:3:forces:R:3 method="wB97M-V/def2-TZVPD" e_above_lowest_ev=1.507 e_tot_ha=-4997.3831 charge=-1 homo_lumo_gap_ev=8.2 multiplicity=1 fmax_ev_per_a=0.506
Ti 0.2249 1.1884 -0.2318 -0.10 -0.32 0.38
C -3.4525 -4.8030 3.3517 0.00 0.00 0.00
C -3.0753 -3.4562 3.9251 0.02 0.01 0.00
O -1.7299 -3.1234 3.5444 0.02 -0.05 0.03
P -1.4329 -1.9951 2.4347 -0.04 -0.14 0.04
S 0.4895 -2.7081 2.0509 0.00 0.11 0.05
S -2.7563 -1.9133 1.0405 0.00 0.06 0.05
O -1.3549 -0.6682 3.3022 0.00 0.19 -0.25
C -0.1994 0.0693 3.7407 -0.11 -0.08 0.06
C 0.1561 -0.3191 5.1574 0.05 0.00 0.00
H -4.4517 -5.0880 3.6879 0.00 0.00 0.00
H -2.7440 -5.5667 3.6745 0.00 0.00 0.00
H -3.4479 -4.7541 2.2634 0.00 0.00 0.00
H -3.0823 -3.4661 5.0159 0.00 -0.01 0.01
H -3.7619 -2.6828 3.5775 0.00 0.00 0.00
H -0.4819 1.1169 3.6524 -0.03 0.02 0.00
H 0.6306 -0.1193 3.0691 0.12 -0.03 -0.17
H -0.6821 -0.1448 5.8337 -0.01 0.00 -0.01
H 1.0070 0.2754 5.4971 -0.01 0.00 0.00
H 0.4311 -1.3738 5.2042 -0.01 0.00 0.00
N 2.4414 -0.6891 -2.1305 0.01 0.00 -0.01
C 1.8137 0.3167 -2.9914 0.00 -0.02 0.02
C 2.3724 0.4156 -4.4029 0.01 0.01 0.00
C 1.7570 1.5425 -5.2415 -0.01 0.00 -0.02
C 1.6810 2.8959 -4.5254 0.01 -0.01 0.01
N 0.3720 3.0656 -3.9060 -0.02 0.01 -0.04
C 0.1400 4.0485 -2.8866 -0.01 -0.04 0.03
N 1.2714 4.9141 -2.7176 0.00 0.01 0.00
N -1.0396 4.8251 -3.1934 0.01 0.00 -0.02
C 0.3117 0.0093 -2.9741 0.01 0.06 0.00
O -0.2232 -0.6070 -3.8724 0.00 0.00 -0.01
O -0.3265 0.4782 -1.9316 -0.02 -0.01 0.00
H 3.3947 -0.4320 -1.9043 0.00 0.00 0.00
H 2.4616 -1.5892 -2.5980 0.00 0.00 0.00
H 1.9429 1.2770 -2.4896 0.00 0.00 0.00
H 2.2284 -0.5403 -4.9135 0.00 0.00 0.00
H 3.4521 0.5819 -4.3118 0.00 0.00 0.00
H 0.7534 1.2548 -5.5635 0.00 0.00 0.00
H 2.3518 1.6530 -6.1511 0.00 0.01 0.00
H 1.8361 3.7087 -5.2367 0.00 0.00 0.00
H 2.5020 2.9652 -3.8000 0.00 0.00 0.01
H -0.0796 2.1998 -3.6533 0.01 0.00 0.01
H 1.9050 4.4923 -2.0455 0.00 0.00 0.00
H 0.9496 5.8039 -2.3620 0.00 0.00 0.00
H -1.6286 4.2893 -3.8163 0.00 0.00 0.01
H -1.5515 5.0269 -2.3406 0.00 0.00 0.01
Cl 5.9112 -2.6027 2.4140 0.01 -0.01 0.00
C 4.7017 -1.4483 1.9024 0.00 0.00 0.00
C 5.0090 -0.0975 1.8766 0.00 0.00 -0.01
C 4.0449 0.7968 1.4553 0.00 0.00 0.00
C 2.7685 0.3748 1.0560 -0.04 0.04 0.02
O 1.9278 1.3136 0.6240 0.02 -0.02 -0.14
C 2.4673 -0.9944 1.1189 -0.05 -0.04 0.05
C 1.1055 -1.5190 0.7070 -0.02 0.08 0.00
O 0.1864 -0.5443 0.5029 0.11 0.09 0.02
C 3.4481 -1.8895 1.5326 -0.01 -0.01 0.01
H 5.9905 0.2435 2.1772 0.00 0.00 0.00
H 4.2530 1.8583 1.4110 0.00 0.00 0.00
H 1.2149 -2.1630 -0.1706 -0.04 -0.01 -0.01
H 3.2263 -2.9494 1.5741 0.00 0.00 0.00
C -4.3074 1.2058 3.5070 -0.04 0.00 -0.03
C -3.5740 2.5142 3.7716 0.03 0.07 -0.01
C -4.5100 3.7058 3.5893 0.01 0.03 0.03
C -2.9871 2.5134 5.1773 -0.01 0.00 0.01
O -2.4463 2.6346 2.8956 0.02 -0.12 0.06
Si -2.3290 2.8457 1.2788 0.06 0.02 -0.06
O -1.1111 1.9154 0.7490 -0.09 0.08 -0.08
O -3.7727 2.4749 0.6359 0.03 -0.05 0.02
C -4.3078 2.3550 -0.6867 -0.01 0.03 0.01
C -5.5779 1.5291 -0.5345 -0.01 0.01 0.00
C -3.3251 1.6493 -1.6056 -0.01 -0.01 -0.01
C -4.6238 3.7567 -1.1962 0.01 0.00 0.00
O -2.0484 4.4273 0.9517 0.06 0.00 -0.02
C -1.0841 5.3242 1.5179 -0.08 0.01 0.00
C -1.7040 5.9616 2.7572 0.02 0.02 0.01
C 0.2148 4.6151 1.8846 -0.02 -0.04 0.04
C -0.8228 6.3767 0.4492 0.00 0.00 0.00
H -5.1236 1.0865 4.2245 0.01 -0.01 0.00
H -3.6195 0.3681 3.6033 0.04 -0.06 0.00
H -4.7185 1.1930 2.4983 0.00 0.01 0.01
H -5.3527 3.6287 4.2801 0.00 0.00 0.00
H -4.8966 3.7298 2.5708 -0.01 0.00 -0.03
H -3.9831 4.6414 3.7873 -0.06 -0.06 -0.01
H -3.7781 2.4313 5.9255 0.00 0.00 0.00
H -2.4296 3.4352 5.3544 0.00 0.00 0.00
H -2.3074 1.6677 5.2911 0.00 0.00 0.01
H -5.3285 0.5403 -0.1465 0.00 0.00 0.00
H -6.0780 1.4127 -1.4979 0.00 0.00 0.00
H -6.2635 2.0164 0.1619 0.00 0.00 0.00
H -3.0433 0.6775 -1.1987 0.01 0.00 0.01
H -2.4205 2.2415 -1.7405 0.04 0.02 0.00
H -3.7769 1.4918 -2.5879 0.00 0.00 0.01
H -5.3302 4.2526 -0.5275 0.00 0.00 0.00
H -5.0569 3.7125 -2.1978 0.00 0.00 0.00
H -3.7110 4.3535 -1.2298 0.00 0.00 0.00
H -1.8860 5.2000 3.5168 0.04 0.03 -0.02
H -2.6534 6.4362 2.5012 0.00 -0.01 0.00
H -1.0337 6.7172 3.1728 0.00 0.01 0.01
H 0.0402 3.8551 2.6505 -0.01 -0.01 -0.02
H 0.9257 5.3407 2.2879 -0.01 0.00 -0.01
H 0.6592 4.1374 1.0134 0.02 -0.05 -0.08
H -1.7629 6.8389 0.1422 0.00 0.00 0.00
H -0.3629 5.9013 -0.4170 0.00 -0.02 -0.02
H -0.1526 7.1537 0.8228 0.00 0.00 0.00
O 0.9453 2.7706 -1.0781 0.03 0.12 0.02
O -0.2226 3.3919 -1.6362 0.00 0.11 -0.02



No. 2
40
Properties=species:S:1:pos:R:3:forces:R:3 method="wB97M-V/def2-TZVPD" smiles=ClCCCl.ClCCCl.CO.CO.CO.CO e_tot_ha=-2460.8481 homo_lumo_gap_ev=10.5 multiplicity=1 fmax_ev_per_a=3.475
Cl 4.5180 1.2723 1.3566 -0.40 -0.56 -0.17
C 3.1529 0.4221 0.5460 0.87 -2.58 -0.25
C 2.0868 -0.0812 1.4758 -0.81 0.11 0.02
Cl 2.4857 -1.5950 2.3533 0.39 0.26 0.12
H 3.4831 -0.4546 -0.0865 0.36 1.08 0.80
H 2.7310 1.1116 -0.1082 -0.81 1.38 -1.03
H 1.1481 -0.3777 0.9439 0.83 0.73 0.22
H 1.9087 0.7298 2.1814 -0.39 -0.40 0.32
Cl -4.4518 3.3669 -0.0786 -0.29 -0.09 -0.35
C -3.8567 2.2408 -1.3630 1.56 0.40 1.61
C -2.9386 2.9661 -2.3134 0.72 -0.59 -0.11
Cl -1.4979 3.6521 -1.4946 0.00 -0.09 0.21
H -4.6759 1.7288 -1.7861 -0.98 -0.17 -0.80
H -3.2937 1.5119 -0.7805 0.13 -0.10 -0.28
H -3.4091 3.8148 -2.7516 -0.50 0.43 -0.53
H -2.4978 2.2976 -3.0707 -0.57 0.14 0.27
C -0.9374 -2.2533 1.5853 -0.22 -3.34 0.93
O -1.2311 -1.2501 0.7139 0.09 0.80 -2.26
H -1.7508 -3.0330 1.6060 0.29 0.82 0.30
H -0.0632 -2.8998 1.3371 -0.13 1.09 -0.13
H -0.8151 -1.7900 2.5436 0.27 -0.42 0.91
H -1.5244 -0.5422 1.2660 -0.26 1.16 0.30
C 3.6910 -2.8653 -1.8132 0.36 -1.13 -0.58
O 4.5684 -2.4020 -0.8081 0.00 0.00 0.12
H 2.6693 -2.9996 -1.5199 -0.78 0.37 0.66
H 3.7104 -2.1998 -2.6673 0.18 0.39 0.08
H 3.9435 -3.8613 -2.2106 0.45 0.18 0.14
H 4.6664 -3.0471 -0.0906 -0.25 0.20 -0.43
C -2.4713 1.8473 2.7476 1.23 0.46 -0.50
O -1.4431 0.8851 2.9495 1.43 0.71 1.12
H -3.1598 1.8550 3.5325 -1.21 -0.23 1.45
H -2.0826 2.8822 2.6920 -0.11 -0.54 -0.56
H -2.9646 1.5003 1.8697 -0.51 0.40 -0.83
H -0.7712 1.3116 3.5437 -0.88 -0.93 -0.85
C 0.5257 -0.5972 -2.2197 -1.29 -0.81 0.07
O -0.8711 -0.3647 -2.0418 -0.19 0.12 -0.48
H 0.7180 -1.3795 -2.9717 -0.11 -0.04 0.35
H 0.9714 0.2916 -2.5989 0.51 0.86 0.02
H 0.8749 -0.8893 -1.2408 0.93 -0.08 0.06
H -1.1464 -0.8052 -1.2280 0.08 -0.01 0.03



No. 3
13
Properties=species:S:1:pos:R:3:forces:R:3 method="wB97M-V/def2-TZVPD" smiles=Cc1csc(P(Cl)Cl)n1 e_above_lowest_ev=0.000 e_tot_ha=-1869.5291 homo_lumo_gap_ev=9.2 multiplicity=1 fmax_ev_per_a=3.886
C 0.6277 1.7463 -1.2516 -1.40 -1.69 -0.02
C 0.2315 0.6904 -0.1581 0.86 0.49 -0.52
C 0.6800 0.9154 1.1191 -0.98 -0.10 0.56
S 0.2150 -0.3394 2.2126 0.19 0.21 -1.69
C -0.4160 -1.1817 0.8587 -0.58 0.63 -2.95
P -1.0496 -2.9446 0.9854 0.35 1.33 1.03
Cl -0.0823 -3.6482 -0.6035 0.55 -0.62 -0.90
Cl -2.8829 -2.5913 0.2220 -0.73 0.00 -0.23
N -0.3903 -0.5118 -0.3776 0.65 -0.88 3.73
H 0.0403 2.6467 -1.1154 -0.04 0.25 0.23
H 1.6849 1.9751 -1.0882 -0.22 -0.08 -0.60
H 0.3271 1.3784 -2.2784 0.90 0.24 1.13
H 1.0147 1.8647 1.4750 0.46 0.24 0.24



No. 4
100
Properties=species:S:1:pos:R:3:forces:R:3 method="wB97M-V/def2-TZVPD" s_squared=6.018 e_tot_ha=-6139.2612 charge=+3 homo_lumo_gap_ev="7.8 / 6.0" multiplicity=5 fmax_ev_per_a=0.601
Ru 0.6921 -0.3139 -1.5903 0.30 -0.41 -0.32
N 1.2767 1.4488 -1.1492 -0.39 0.34 0.21
S 1.3389 1.9703 0.2949 0.06 -0.02 -0.20
N 0.6951 1.0724 1.4517 0.06 -0.05 0.04
S -0.7303 0.5254 1.7146 0.02 -0.02 -0.09
N -1.0830 -0.9016 1.2613 -0.05 -0.01 0.15
S -1.1200 -1.9828 0.1178 0.06 -0.02 -0.33
N -0.6272 -1.6625 -1.3075 -0.41 0.17 0.34
C -0.2308 -3.3592 0.7575 0.04 -0.01 0.02
C 0.4293 -4.1788 -0.1515 -0.04 -0.03 -0.01
C 1.0809 -5.3042 0.3306 -0.03 0.05 -0.02
C 1.0594 -5.5906 1.6884 0.00 0.00 0.02
C 0.3847 -4.7621 2.5784 0.02 -0.03 0.01
C -0.2724 -3.6349 2.1191 0.02 0.06 0.04
C -2.8135 -2.4473 -0.0287 -0.02 -0.09 0.03
C -3.7911 -1.9171 0.7998 0.01 0.08 0.02
C -5.0987 -2.3544 0.6474 0.02 0.02 0.02
C -5.4047 -3.3124 -0.3079 -0.01 -0.01 -0.02
C -4.4117 -3.8350 -1.1291 0.02 -0.01 -0.01
C -3.1030 -3.4067 -0.9967 0.02 0.00 0.00
C -0.8380 0.4894 3.4669 -0.02 -0.02 0.00
C -1.9645 -0.0980 4.0385 -0.05 0.00 -0.02
C -2.0743 -0.1092 5.4163 0.01 0.01 0.00
C -1.0704 0.4534 6.2001 -0.01 -0.01 -0.01
C 0.0438 1.0327 5.6118 0.01 0.01 0.00
C 0.1705 1.0611 4.2300 0.04 0.00 0.04
C -1.9687 1.6222 1.1095 -0.02 0.05 -0.01
C -2.2512 2.7702 1.8428 0.02 -0.01 0.02
C -3.1720 3.6694 1.3319 0.00 0.02 0.01
C -3.7905 3.4185 0.1133 0.00 -0.01 0.00
C -3.5007 2.2637 -0.6027 0.00 -0.01 0.01
C -2.5835 1.3499 -0.1072 -0.02 -0.01 -0.03
C 2.9950 2.1267 0.8538 0.06 -0.15 0.05
C 3.5853 1.0566 1.5230 -0.03 0.00 0.03
C 4.9384 1.1341 1.8092 -0.02 0.01 -0.01
C 5.6711 2.2515 1.4273 0.02 -0.02 0.02
C 5.0653 3.3015 0.7488 -0.03 0.02 -0.01
C 3.7154 3.2453 0.4456 -0.01 0.05 -0.05
C 0.6246 3.5768 0.3461 0.06 0.07 0.10
C -0.0581 4.0560 -0.7605 -0.01 -0.02 -0.06
C -0.6016 5.3315 -0.6941 0.00 0.00 -0.02
C -0.4460 6.0977 0.4519 0.00 -0.01 0.03
C 0.2455 5.5991 1.5535 -0.01 -0.02 -0.01
C 0.7877 4.3279 1.5094 -0.01 -0.02 0.01
H 0.4281 -3.9447 -1.2075 0.01 0.00 -0.01
H 1.5969 -5.9617 -0.3563 0.00 0.00 -0.01
H 1.5697 -6.4688 2.0603 0.00 -0.01 -0.01
H 0.3716 -4.9999 3.6330 0.00 0.01 0.01
H -0.7934 -2.9824 2.8075 -0.01 0.01 -0.01
H -3.5469 -1.1681 1.5387 0.01 -0.02 -0.01
H -5.8759 -1.9482 1.2797 0.00 0.00 0.01
H -6.4235 -3.6596 -0.4145 -0.01 0.01 0.00
H -4.6577 -4.5824 -1.8705 0.00 0.00 0.00
H -2.3250 -3.8146 -1.6288 0.01 0.00 0.00
H -2.7437 -0.5372 3.4305 0.02 0.01 -0.01
H -2.9415 -0.5560 5.8822 0.00 -0.01 0.00
H -1.1600 0.4352 7.2778 0.00 0.01 0.00
H 0.8221 1.4620 6.2273 0.00 0.00 0.00
H 1.0424 1.4986 3.7664 0.00 0.00 -0.02
H -1.7820 2.9481 2.8021 0.02 0.01 0.00
H -3.4193 4.5600 1.8934 0.00 0.00 0.01
H -4.5185 4.1199 -0.2721 -0.01 0.00 0.00
H -4.0115 2.0629 -1.5348 0.01 0.00 -0.01
H -2.3857 0.4341 -0.6518 0.03 0.00 0.02
H 3.0117 0.1855 1.8078 0.00 0.01 0.00
H 5.4194 0.3182 2.3306 -0.01 -0.01 0.01
H 6.7259 2.3050 1.6612 0.00 0.00 -0.01
H 5.6439 4.1663 0.4554 0.00 0.01 0.00
H 3.2407 4.0582 -0.0888 0.00 -0.01 0.00
H -0.1393 3.4552 -1.6562 0.00 -0.01 0.01
H -1.1293 5.7363 -1.5470 0.01 -0.01 -0.01
H -0.8539 7.0992 0.4867 0.00 0.00 0.00
H 0.3736 6.2080 2.4379 0.00 0.01 0.00
H 1.3480 3.9403 2.3517 0.00 -0.02 0.00
C -0.1846 1.0499 -5.5834 0.06 0.00 -0.03
C -1.4394 0.2065 -5.3477 -0.03 0.02 0.03
C -1.4954 0.0304 -3.8384 0.04 -0.06 0.04
O -0.1102 0.2704 -3.3735 0.03 -0.09 -0.19
C 0.7748 0.5308 -4.5415 0.00 0.13 0.11
H -0.3834 2.1104 -5.4287 -0.01 0.00 0.02
H 0.2175 0.9206 -6.5861 -0.01 0.01 0.00
H -1.3566 -0.7607 -5.8416 0.04 0.00 0.01
H -2.3357 0.6982 -5.7190 -0.02 -0.02 -0.01
H -1.7692 -0.9707 -3.5137 -0.07 0.04 0.00
H -2.1071 0.7772 -3.3319 0.00 -0.01 -0.04
H 1.2465 -0.4136 -4.8137 -0.01 0.01 -0.03
H 1.5219 1.2466 -4.2010 -0.02 0.01 -0.02
Br 4.5413 -5.7686 -3.4968 0.00 0.02 0.01
C 3.8514 -4.0694 -3.1391 0.01 0.00 0.07
C 3.4693 -3.2406 -4.2012 -0.03 0.02 -0.09
N 2.9950 -2.0152 -4.0223 0.08 -0.12 0.13
C 2.8759 -1.5879 -2.7694 -0.16 0.19 -0.08
C 3.1525 -2.3541 -1.6470 0.08 -0.14 0.02
C 3.6887 -3.6258 -1.8391 -0.06 0.10 -0.02
C 2.8368 -1.8822 -0.2663 -0.30 0.08 -0.04
O 3.3973 -2.2193 0.7309 0.06 -0.07 -0.02
O 1.7674 -1.0439 -0.2016 0.42 0.00 0.20
H 3.5640 -3.5898 -5.2222 -0.01 0.00 0.00
H 2.6479 -0.5111 -2.6857 0.17 -0.03 0.07
H 3.9533 -4.2387 -0.9875 0.01 -0.01 0.00